Entry 1:
ORCA calculation (ωB97M-V/def2-TZVPD) on a molecular structure, C15H21N5O2 in a non-equilibrium geometry.

Atoms and positions in Å:
C: 5.548 2.126 -0.438
C: 5.314 1.354 0.749
C: 5.193 -0.049 0.457
O: 4.044 -0.490 -0.437
C: 2.717 -0.685 0.003
C: 1.646 -0.148 -0.871
N: 0.258 -0.216 -0.236
C: -0.052 -1.420 -0.144
C: 0.829 -1.911 0.998
C: 2.372 -1.966 0.619
H: 2.940 -2.028 1.454
H: 2.368 -2.514 -0.309
H: 0.610 -3.127 1.272
H: 0.790 -1.191 1.995
H: -1.076 -1.442 0.198
H: -0.042 -2.159 -0.760
C: -0.565 0.331 -1.285
C: -1.944 0.666 -0.586
N: -2.934 0.249 -0.992
C: -3.922 0.757 0.097
N: -3.343 1.580 0.655
O: -2.128 1.696 0.488
C: -5.303 0.462 0.103
N: -6.132 0.999 1.123
C: -7.342 0.766 0.740
C: -7.773 -0.339 0.105
N: -7.081 -1.148 -0.787
C: -5.781 -0.453 -0.856
H: -5.270 -1.139 -1.444
H: -8.862 -0.696 0.205
H: -7.943 1.204 1.670
H: -0.240 1.437 -1.787
H: -0.748 -0.100 -2.203
H: 1.923 0.834 -1.243
H: 1.792 -0.781 -1.798
H: 2.652 0.387 1.042
H: 5.970 -0.495 -0.177
H: 4.908 -0.661 1.698
H: 4.204 1.783 1.181
H: 5.825 1.644 1.596
H: 6.557 1.756 -0.733
H: 4.621 1.973 -1.051
H: 5.402 3.155 -0.312

As for the relative energy (zero: lowest compared OMol25 entry of this formula, charge and spin): 16.8990 eV. The LUMO energy is -0.46 eV.

Atomic partial charges in e from the natural (NBO) method, atoms 1 to 4: atom 1 (C): -0.625, atom 2 (C): -0.461, atom 3 (C): -0.004, atom 4 (O): -0.606



Entry 2:
ORCA calculation (ωB97M-V/def2-TZVPD) on a single C15H21N5O3S molecule in a non-equilibrium geometry.

Atoms and positions in Å:
C: 1.726 -3.995 2.816
N: 1.579 -2.856 1.923
C: 1.668 -1.594 2.491
O: 1.864 -1.430 3.675
N: 1.525 -0.515 1.639
C: 1.317 -0.728 0.315
C: 1.246 -2.002 -0.223
N: 1.048 -1.822 -1.577
C: 1.011 -0.488 -1.774
N: 1.165 0.208 -0.650
S: 0.796 0.184 -3.357
C: 1.013 1.962 -3.023
H: 1.333 2.396 -3.970
H: 1.791 2.057 -2.268
C: -0.298 2.619 -2.582
O: -0.920 3.358 -3.313
N: -0.647 2.296 -1.329
H: -0.070 1.629 -0.822
C: -1.906 2.687 -0.734
H: -2.208 3.611 -1.233
C: -1.738 2.863 0.780
C: -2.139 1.509 1.358
H: -2.362 1.554 2.423
C: -3.356 1.137 0.515
H: -3.594 0.076 0.567
H: -4.224 1.699 0.860
C: -2.972 1.577 -0.902
H: -3.832 1.933 -1.465
H: -2.535 0.745 -1.457
H: -1.344 0.778 1.199
H: -0.721 3.158 1.037
H: -2.421 3.632 1.139
C: 0.916 -2.851 -2.569
H: 1.016 -3.814 -2.071
H: -0.059 -2.783 -3.055
H: 1.692 -2.741 -3.329
C: 1.377 -3.179 0.577
O: 1.329 -4.335 0.203
C: 1.640 0.826 2.172
H: 2.308 0.798 3.031
H: 0.665 1.195 2.498
H: 2.036 1.475 1.394
H: 2.601 -4.577 2.524
H: 1.841 -3.622 3.830
H: 0.845 -4.631 2.737

As for the relative energy (zero: lowest compared OMol25 entry of this formula, charge and spin): 0.0000 eV. As for the structure (SMILES): Cn1c(=O)c2c(nc(SCC(=O)NC3CCCC3)n2C)n(C)c1=O. The LUMO energy is 0.43 eV.

Atomic partial charges in e from the natural (NBO) method, atoms 1 to 4: atom 1 (C): -0.418, atom 2 (N): -0.452, atom 3 (C): 0.796, atom 4 (O): -0.630



Entry 3:
ORCA calculation (ωB97M-V/def2-TZVPD) on a single C15H21NO3 molecule.

Atoms and positions in Å:
C: -7.061 -0.439 0.020
H: -7.277 0.615 0.222
O: -5.891 -0.862 0.675
C: -4.713 -0.247 0.359
C: -3.587 -0.696 1.043
C: -2.341 -0.147 0.806
C: -2.196 0.874 -0.127
C: -3.322 1.322 -0.812
C: -4.567 0.773 -0.576
H: -5.414 1.151 -1.127
H: -3.202 2.114 -1.534
O: -1.018 1.488 -0.447
C: 0.152 1.106 0.243
C: 1.287 2.004 -0.250
C: 2.607 1.618 0.403
O: 3.001 2.209 1.392
N: 3.319 0.611 -0.151
C: 2.944 -0.237 -1.258
H: 2.013 0.097 -1.710
C: 2.807 -1.690 -0.790
C: 4.110 -2.160 -0.151
C: 4.493 -1.212 0.983
C: 4.577 0.219 0.457
H: 4.784 0.921 1.265
H: 5.369 0.293 -0.297
H: 5.454 -1.498 1.413
H: 3.739 -1.258 1.771
H: 3.998 -3.177 0.227
H: 4.903 -2.166 -0.903
H: 2.548 -2.320 -1.642
H: 2.000 -1.758 -0.058
H: 3.735 -0.180 -2.018
H: 1.338 1.974 -1.337
H: 1.068 3.029 0.052
H: 0.027 1.238 1.326
H: 0.377 0.048 0.043
H: -1.495 -0.523 1.360
H: -3.707 -1.486 1.767
H: -6.997 -0.596 -1.062
H: -7.864 -1.054 0.424

As for the relative energy (zero: lowest compared OMol25 entry of this formula, charge and spin): 1.7644 eV. As for the structure (SMILES): COc1ccc(OCCC(=O)N2CCCCC2)cc1. The LUMO energy is 0.82 eV.

Atomic partial charges in e from the natural (NBO) method, atoms 1 to 4: atom 1 (C): -0.251, atom 2 (H): 0.174, atom 3 (O): -0.495, atom 4 (C): 0.272



Entry 4:
ORCA calculation (ωB97M-V/def2-TZVPD) on a single C15H21NO4S molecule in a non-equilibrium geometry.

Atoms and positions in Å:
C: -5.530 -0.691 0.994
C: -4.940 -1.048 -0.363
H: -5.712 -1.070 -1.135
H: -4.433 -2.016 -0.313
O: -4.005 -0.059 -0.799
C: -2.754 -0.150 -0.341
O: -2.375 -1.029 0.390
C: -1.915 0.997 -0.874
C: -0.692 0.482 -1.647
C: 0.336 -0.150 -0.709
N: 0.717 0.757 0.352
S: 1.847 1.924 -0.047
O: 2.167 1.857 -1.445
O: 1.455 3.197 0.494
C: 3.295 1.336 0.908
C: 3.545 -0.066 0.496
C: 3.002 -1.124 1.217
C: 3.170 -2.427 0.783
C: 3.876 -2.687 -0.379
C: 4.417 -1.638 -1.105
C: 4.253 -0.335 -0.670
H: 4.661 0.484 -1.242
H: 4.967 -1.836 -2.013
H: 4.005 -3.704 -0.719
H: 2.746 -3.242 1.351
H: 2.445 -0.923 2.119
H: 3.013 1.438 1.951
H: 4.109 2.011 0.659
C: -0.407 1.206 1.144
C: -1.458 1.902 0.281
H: -1.009 2.805 -0.137
H: -2.313 2.191 0.897
H: -0.023 1.900 1.892
H: -0.834 0.329 1.638
H: 1.240 -0.404 -1.262
H: -0.070 -1.051 -0.243
H: -0.217 1.326 -2.151
H: -1.000 -0.245 -2.400
H: -2.558 1.570 -1.549
H: -5.992 0.293 0.956
H: -4.748 -0.687 1.749
H: -6.282 -1.425 1.269

As for the relative energy (zero: lowest compared OMol25 entry of this formula, charge and spin): 0.9192 eV. As for the structure (SMILES): CCOC(=O)C1CCN(S(=O)(=O)Cc2ccccc2)CC1. The LUMO energy is 0.82 eV.

Atomic partial charges in e from the natural (NBO) method, atoms 1 to 4: atom 1 (C): -0.634, atom 2 (C): -0.078, atom 3 (H): 0.190, atom 4 (H): 0.198



Entry 5:
ORCA calculation (ωB97M-V/def2-TZVPD) on a molecular structure, C15H22AgClN4O5 in a non-equilibrium geometry.

Atoms and positions in Å:
Ag: 0.283 -2.277 -0.608
N: -1.093 -2.372 1.054
C: -0.846 -1.513 2.257
C: -1.824 -1.974 3.364
C: -1.737 -1.535 4.821
C: -1.796 -0.018 5.045
N: -0.570 0.559 4.565
C: 0.011 1.589 5.137
N: 1.334 1.807 4.943
N: -0.673 2.491 5.905
C: 0.661 -1.843 2.693
O: 1.107 -1.020 3.580
O: 1.267 -2.817 2.228
H: -1.964 -2.083 0.604
H: -1.193 -3.333 1.314
H: -1.061 -0.483 1.996
H: -1.737 -3.081 3.292
H: -2.850 -1.802 3.050
H: -0.816 -1.918 5.303
H: -2.558 -2.018 5.373
H: -2.005 0.142 6.122
H: -2.694 0.422 4.539
H: 0.169 -0.051 4.040
H: 1.824 1.270 4.217
H: 1.887 2.457 5.505
H: -1.600 2.702 5.646
H: -0.191 3.396 6.088
C: -1.084 0.295 -6.508
C: -0.071 1.013 -5.709
C: -0.310 2.401 -5.528
C: 0.687 3.279 -5.008
Cl: 0.350 4.933 -4.940
C: 1.827 2.670 -4.454
C: 1.951 1.289 -4.388
C: 1.105 0.439 -5.155
O: 1.261 -0.858 -5.235
C: 2.341 -1.470 -4.342
C: 1.911 -1.547 -2.903
O: 1.236 -2.611 -2.535
O: 2.018 -0.541 -2.177
H: -1.246 0.824 -7.501
H: -2.094 0.174 -6.005
H: -0.823 -0.712 -6.773
H: -1.342 2.762 -5.771
H: 2.590 3.342 -4.050
H: 2.700 0.862 -3.702
H: 3.181 -0.795 -4.514
H: 2.476 -2.444 -4.878

The LUMO energy is -0.35 eV.

Atomic partial charges in e from the natural (NBO) method, atoms 1 to 4: atom 1 (Ag): 0.783, atom 2 (N): -0.874, atom 3 (C): -0.170, atom 4 (C): -0.414



Entry 6:
ORCA calculation (ωB97M-V/def2-TZVPD) on a single C15H22BCl3O3Si molecule in a non-equilibrium geometry.

Atoms and positions in Å:
Cl: 3.480 -2.364 2.225
B: 2.142 -0.920 2.609
Cl: 2.071 -0.558 4.378
Cl: 2.760 0.571 1.613
O: 0.928 -1.432 2.069
C: -0.092 -0.919 1.273
C: -1.401 -1.145 2.109
C: -2.247 -0.107 2.501
C: -3.421 -0.390 3.209
C: -3.710 -1.703 3.601
C: -2.776 -2.712 3.346
C: -1.598 -2.431 2.675
H: -0.011 0.227 1.157
H: -1.982 0.901 2.207
H: -4.082 0.428 3.497
H: -4.623 -1.924 4.148
H: -2.953 -3.742 3.726
H: -0.828 -3.210 2.544
C: 1.300 -1.861 -0.514
C: 0.088 -1.025 -0.251
C: 0.284 0.196 -1.126
O: 1.382 0.820 -1.376
Si: 1.603 2.355 -2.262
C: 3.084 2.946 -1.454
C: 1.770 1.948 -4.065
C: 0.076 3.400 -1.997
O: -0.711 0.490 -1.910
C: -1.755 -0.567 -1.932
C: -1.205 -1.563 -0.935
H: 1.225 -2.770 0.054
H: 1.393 -2.159 -1.570
H: 2.170 -1.282 -0.239
H: 3.111 4.026 -1.518
H: 3.134 2.653 -0.419
H: 3.956 2.548 -1.954
H: 1.882 2.930 -4.556
H: 2.675 1.358 -4.261
H: 0.908 1.428 -4.514
H: 0.432 4.442 -2.000
H: -0.656 3.295 -2.821
H: -0.440 3.219 -1.042
H: -2.667 -0.115 -1.623
H: -1.805 -0.942 -2.971
H: -0.929 -2.498 -1.431
H: -1.962 -1.838 -0.200

As for the relative energy (zero: lowest compared OMol25 entry of this formula, charge and spin): 0.6314 eV. The LUMO energy is -0.76 eV.

Atomic partial charges in e from the natural (NBO) method, atoms 1 to 4: atom 1 (Cl): -0.376, atom 2 (B): 0.523, atom 3 (Cl): -0.233, atom 4 (Cl): -0.344



Entry 7:
ORCA calculation (ωB97M-V/def2-TZVPD) on a molecular structure, C15H22BCuN8OS2.

Atoms and positions in Å:
Cu: -0.287 1.753 -0.485
C: 1.537 3.766 2.756
C: 1.569 3.492 1.386
N: 0.443 2.890 1.017
N: -0.320 2.745 2.128
C: 0.319 3.275 3.182
B: -1.737 2.122 2.024
N: -1.657 0.611 1.637
C: -2.057 -0.454 2.346
C: -1.897 -1.588 1.573
C: -1.374 -1.118 0.369
N: -1.247 0.204 0.408
N: -2.461 2.836 0.851
C: -3.609 3.525 0.814
C: -3.856 3.901 -0.494
C: -2.785 3.381 -1.218
N: -1.953 2.747 -0.393
H: 2.289 4.259 3.346
H: 2.338 3.699 0.659
H: -0.127 3.262 4.165
H: -2.334 2.254 3.051
H: -2.435 -0.342 3.350
H: -2.129 -2.603 1.845
H: -1.100 -1.668 -0.518
H: -4.169 3.711 1.716
H: -4.693 4.461 -0.873
H: -2.581 3.443 -2.276
C: 0.238 -0.070 -3.251
N: 1.621 -0.219 -2.820
C: 2.494 -1.005 -3.685
C: 2.092 0.369 -1.736
O: 1.479 1.169 -1.002
H: -0.104 -1.014 -3.671
H: 0.148 0.711 -4.008
H: -0.399 0.174 -2.404
H: 2.223 -2.060 -3.647
H: 3.528 -0.893 -3.368
H: 2.400 -0.649 -4.710
H: 3.133 0.143 -1.510
S: 1.984 -1.563 0.875
C: 1.787 -3.139 0.437
N: 1.602 -4.170 1.271
C: 1.666 -5.521 0.730
C: 1.288 -5.400 -0.744
S: 1.783 -3.711 -1.221
H: 1.673 -3.999 2.263
H: 0.971 -6.169 1.259
H: 2.673 -5.928 0.843
H: 0.217 -5.504 -0.901
H: 1.818 -6.117 -1.363

Its spin multiplicity is 2. The LUMO energy (spin up / spin down) is -2.02 / -4.25 eV. Its total charge is +1.

Atomic partial charges in e from the natural (NBO) method, atoms 1 to 4: atom 1 (Cu): 1.466, atom 2 (C): -0.340, atom 3 (C): 0.000, atom 4 (N): -0.432



Entry 8:
ORCA calculation (ωB97M-V/def2-TZVPD) on 3 unconnected molecules or ions with the total composition C15H22FI2NO10 in a non-equilibrium geometry.

Atoms and positions in Å:
C: -1.019 -4.231 2.263
C: -1.775 -3.148 1.446
I: -2.821 -1.756 2.783
C: -0.797 -2.323 0.522
I: 0.099 -0.752 1.743
C: -1.488 -1.713 -0.730
C: -2.471 -2.659 -1.511
C: -1.381 -3.472 -2.310
O: -1.558 -4.465 -2.878
O: -0.160 -2.792 -2.255
C: -0.557 -1.439 -1.953
C: 0.560 -0.381 -1.833
O: 1.667 -0.748 -1.710
N: 0.327 1.055 -1.918
C: -0.798 1.493 -1.127
O: -0.571 1.971 -0.111
F: -2.091 1.340 -1.495
H: -0.137 -3.819 2.787
H: -1.694 -4.658 3.024
H: -0.668 -5.040 1.592
H: -2.579 -3.671 0.905
H: 0.037 -3.002 0.262
H: -2.051 -0.845 -0.340
H: -2.976 -1.941 -2.184
H: -3.204 -3.234 -0.934
H: -1.110 -1.149 -2.876
H: 0.281 1.387 -2.885
C: 0.391 5.598 -3.528
O: 0.459 5.923 -4.915
C: 0.209 4.893 -5.729
O: -0.060 3.766 -5.391
O: 0.306 5.328 -6.986
C: 0.061 4.328 -7.976
H: 0.606 6.503 -2.965
H: -0.609 5.253 -3.265
H: 1.137 4.845 -3.272
H: -0.953 3.939 -7.887
H: 0.790 3.522 -7.897
H: 0.169 4.802 -8.949
C: 1.413 0.741 5.091
O: 2.180 0.540 6.278
C: 2.203 -0.725 6.707
O: 1.648 -1.659 6.187
O: 2.949 -0.773 7.815
C: 3.063 -2.075 8.389
H: 1.467 1.798 4.840
H: 1.827 0.165 4.263
H: 0.368 0.476 5.258
H: 3.541 -2.762 7.692
H: 2.084 -2.451 8.686
H: 3.687 -1.985 9.275

The LUMO energy is -0.17 eV.

Atomic partial charges in e from the natural (NBO) method, atoms 1 to 4: atom 1 (C): -0.648, atom 2 (C): -0.307, atom 3 (I): 0.067, atom 4 (C): -0.340